Here is C15H19BrN4O2S in the gas phase at a distorted geometry from OMol25. Energies are from wB97M-V/def2-TZVPD.

Structure (ORCA input):
```
! RIJCOSX wB97M-V def2-TZVPD def2/J DEFGRID3
* xyz 0 1
C 5.734 0.633 1.148
C 4.422 0.686 1.024
C 3.711 1.459 -0.045
O 2.955 0.600 -0.900
C 1.885 -0.025 -0.323
C 1.884 -1.418 -0.270
Br 3.389 -2.316 -0.985
C 0.854 -2.136 0.300
C -0.213 -1.455 0.870
C -1.387 -2.218 1.423
N -2.391 -2.518 0.391
N -2.922 -1.381 -0.190
C -3.960 -0.624 0.290
C -4.654 -0.917 1.561
N -4.224 0.350 -0.521
N -3.352 0.225 -1.552
C -2.522 -0.832 -1.389
S -1.336 -1.397 -2.375
C -0.246 -0.070 0.806
C 0.771 0.654 0.194
O 0.660 2.020 0.178
C 0.708 2.645 -1.103
C -0.538 2.344 -1.926
H 6.387 1.166 0.477
H 6.209 0.062 1.926
H 3.776 0.137 1.699
H 3.057 2.213 0.415
H 4.423 1.951 -0.710
H 0.891 -3.214 0.310
H -1.883 -1.648 2.212
H -1.074 -3.183 1.825
H -1.946 -3.045 -0.366
H -5.660 -0.509 1.522
H -4.686 -1.993 1.716
H -4.130 -0.458 2.398
H -3.375 0.860 -2.332
H -1.074 0.485 1.220
H 0.774 3.712 -0.877
H 1.601 2.338 -1.658
H -0.580 1.284 -2.168
H -0.508 2.913 -2.851
H -1.430 2.618 -1.366
*
```

gap between HOMO and LUMO = 8.7 eV
highest occupied orbital energy = -7.9868 eV
SMILES = C=CCOc1c(Br)cc(CNn2c(C)n[nH]c2=S)cc1OCC
total energy = -106794.6746 eV